(1)
Formula: H30O15
Source: OMol25
Level of theory: wB97M-V/def2-TZVPD

Each line ends with the Mulliken charge.
CARTESIAN COORDINATES (ANGSTROEM)
O  0.5831  -0.9263  -0.0474  -0.54
H  0.0422  -1.4881  -0.7555  0.53
H  -0.1538  -0.4735  0.3255  0.06
O  -1.5899  4.1550  0.1341  -0.66
H  -2.0731  4.5573  0.8944  0.29
H  -1.3686  3.2820  0.4363  0.33
O  0.3366  -2.0817  3.2700  -0.60
H  -0.6225  -2.1310  3.5228  0.35
H  0.6451  -2.6492  4.0492  0.28
O  3.3445  0.1963  2.6634  -0.62
H  4.2245  0.6950  2.7195  0.32
H  3.0024  0.3423  1.7807  0.30
O  -1.4324  0.9014  2.8861  -0.75
H  -0.6314  0.4164  2.6532  0.32
H  -1.9493  0.6932  2.0537  0.36
O  -0.7868  -2.7299  -1.1932  -0.59
H  -0.8211  -3.4095  -1.8940  0.30
H  -1.4478  -3.1160  -0.5848  0.29
O  0.5476  0.5671  -4.3375  -0.64
H  -0.3634  0.7261  -3.9279  0.33
H  1.1116  0.8183  -3.6386  0.35
O  -1.8400  1.0218  -2.2117  -0.63
H  -2.5518  1.6869  -2.0208  0.27
H  -2.1537  0.2598  -1.7106  0.38
O  1.0977  -4.1006  -0.2612  -0.59
H  0.7493  -4.2627  0.6283  0.26
H  1.2565  -3.2198  -0.4786  0.34
O  0.9406  3.1184  0.5213  -0.46
H  1.2335  3.9852  0.5345  0.24
H  1.5846  2.5026  0.8823  0.24
O  -1.0340  1.2483  0.4353  -0.58
H  -0.8651  1.8039  1.2310  0.45
H  -0.3102  1.3885  -0.2611  0.26
O  2.9991  2.9372  -1.5838  -0.63
H  2.0527  2.6759  -1.5655  0.37
H  3.1915  2.1948  -2.3117  0.51
O  2.4378  -0.0004  -2.4180  -0.67
H  2.6473  0.9184  -2.3019  -0.01
H  1.9722  -0.4176  -1.7315  0.37
O  -3.0612  -0.1568  -0.3691  -0.60
H  -3.8585  -0.8439  -0.3233  0.27
H  -2.8288  0.1356  0.5021  0.20
O  -1.7169  -3.6264  1.1584  -0.69
H  -1.4635  -4.5524  0.9140  0.32
H  -1.0764  -3.0419  1.7318  0.35

Force components x, y, z for each atom (eV/Å):
-0.21 -1.70 -2.36
1.52 1.02 1.68
-0.74 0.95 0.78
-1.02 1.39 0.81
0.53 -0.40 -0.96
0.16 -0.52 -0.12
-1.31 -1.69 2.19
0.86 0.60 -0.49
0.16 1.14 -1.66
1.86 1.07 0.57
-2.00 -1.08 -0.32
0.12 -0.06 -0.30
-1.00 -0.68 -1.24
0.38 -0.08 0.53
0.53 0.43 1.85
-1.91 -1.08 -1.61
0.60 0.77 0.03
0.48 0.75 0.51
-3.25 0.20 -0.55
1.58 -0.32 -0.85
1.17 -0.02 1.13
-0.53 1.29 -0.67
1.16 -0.83 -0.32
0.07 -0.01 0.03
0.26 -3.94 0.57
0.52 1.01 -0.53
0.04 2.30 0.39
-1.30 -3.19 -0.15
1.21 2.52 0.17
0.40 0.57 0.08
1.31 0.76 -0.68
0.62 -0.48 -0.94
-1.70 0.09 1.42
-0.59 -3.51 -2.86
0.14 1.11 0.79
0.80 3.34 2.03
1.43 -0.13 -2.55
-0.34 -0.50 1.08
-1.08 -0.10 2.03
-3.52 -3.15 -0.39
2.70 2.32 0.20
-0.04 0.06 0.44
0.49 0.83 1.01
0.45 1.48 1.06
-1.02 -2.54 -1.83

Output
- LUMO energy: -0.015 Ha
- DFT total energy: -31196.7741 eV
- Relative energy (zero: lowest compared OMol25 entry of this formula, charge and spin): 472.0 kJ/mol
- Charge: 0
- HOMO-LUMO gap: 9.77 eV


(2)
Formula: C3H4I2O
Source: OMol25
Level of theory: wB97M-V/def2-TZVPD

Each line ends with the Mulliken charge.
CARTESIAN COORDINATES (ANGSTROEM)
C  2.9169  -0.2547  1.2235  -0.52
C  2.4366  0.9538  1.2999  -0.28
C  0.3325  -0.6106  -0.8076  -0.48
O  1.0862  -1.8216  -0.6163  -0.40
I  4.3371  -0.9173  -0.3292  0.01
I  2.6757  2.7090  0.3186  0.24
H  2.5762  -1.0183  1.8077  0.51
H  0.1525  -0.3543  -1.8834  0.23
H  0.3325  0.1748  -0.0216  0.37
H  1.1877  -2.1418  -1.5016  0.31

Force components x, y, z for each atom (eV/Å):
0.73 2.28 -1.87
0.80 -0.36 -0.48
0.71 -0.84 -0.65
-1.54 2.69 0.58
-0.57 0.43 0.82
-0.10 -0.17 0.19
-0.60 -2.12 1.41
0.13 -0.14 1.27
0.17 -1.13 -0.62
0.27 -0.63 -0.66

Output
- LUMO energy (alpha / beta): 0.001 / -0.067 Ha
- DFT total energy: -21419.1058 eV
- Relative energy (zero: lowest compared OMol25 entry of this formula, charge and spin): 486.6 kJ/mol
- Charge: 0
- HOMO-LUMO gap (alpha / beta): 8.91 / 5.96 eV


(3)
Formula: C32H44NO5PdSi
Source: OMol25
Level of theory: wB97M-V/def2-TZVPD

Each line ends with the Mulliken spin population.
CARTESIAN COORDINATES (ANGSTROEM)
C  0.3962  -0.0824  -7.0780  0.01
C  0.2395  -0.6131  -5.6216  0.01
C  -0.0553  1.3857  -7.0622  0.06
C  -0.8306  1.6436  -5.7060  0.17
H  -0.6940  1.5798  -7.9241  0.00
H  0.8116  2.0371  -7.1379  -0.01
C  -0.9355  0.1512  -5.0983  0.09
H  1.1877  -0.3809  -5.1328  0.00
H  0.0715  -1.6966  -5.6022  0.00
C  -1.5083  -0.3036  -3.6611  -0.04
H  -1.7631  -0.1870  -5.7542  0.00
H  -1.8651  1.8836  -5.9967  -0.01
C  -0.2737  2.8901  -5.1724  0.58
C  1.8019  -0.2796  -7.5897  0.00
C  -0.3956  -0.8340  -8.1529  0.00
O  -1.0335  -0.3096  -9.0538  0.00
O  2.7930  -0.3385  -6.8715  0.00
O  1.8319  -0.4426  -8.9233  0.00
O  -0.3603  -2.1658  -8.0066  0.00
C  -0.9577  -2.8751  -9.1099  0.00
H  -0.7713  -3.9268  -8.8785  0.00
H  -0.4805  -2.5870  -10.0569  0.00
H  -2.0340  -2.6658  -9.1593  0.00
C  3.1438  -0.7105  -9.4150  0.00
H  3.8346  0.1204  -9.2243  0.00
H  3.0051  -0.8505  -10.4806  0.00
H  3.5599  -1.6178  -8.9650  0.00
O  -0.6677  -1.0751  -2.7754  0.20
H  -2.2621  -1.1078  -3.8941  0.01
H  -2.0572  0.5443  -3.1860  0.00
C  -1.1762  3.9545  -4.7645  0.00
C  1.1646  3.0090  -4.8789  -0.07
H  1.5052  3.9899  -5.2630  0.03
H  1.8117  2.2206  -5.2993  0.00
H  1.4017  3.0385  -3.7899  0.07
H  -0.6392  4.7418  -4.2119  0.01
H  -1.9897  3.5566  -4.1105  0.02
H  -1.6448  4.4161  -5.6540  0.04
Pd  -0.4894  -0.9969  -0.9008  1.07
C  -2.4303  0.2561  1.0660  0.11
C  -2.6148  0.0834  -0.3385  0.10
C  -2.4957  -1.3648  -0.6195  0.03
H  -2.9663  0.8367  -1.0425  0.01
C  -2.1152  -1.9971  0.6506  0.15
C  -2.1574  -1.0135  1.6600  0.03
H  -2.0812  -1.1897  2.7310  0.01
H  -2.5886  1.1946  1.6038  0.02
H  -2.8121  -1.8673  -1.5285  0.00
H  -1.9892  -3.0756  0.7935  0.00
C  2.3867  0.5475  -0.4482  0.05
C  2.2354  -0.2837  0.7155  0.11
C  1.7067  -1.5315  0.3150  0.07
H  2.5666  0.0179  1.7135  0.00
C  1.5193  -1.4930  -1.1431  0.00
C  2.0155  -0.1802  -1.5897  0.06
H  2.1739  0.1119  -2.6261  0.00
H  2.7782  1.5598  -0.4248  0.00
H  1.5516  -2.4140  0.9380  0.00
H  1.3937  -2.3565  -1.7865  0.01
C  0.3712  3.0044  -0.9675  0.03
Si  0.1799  3.3794  0.8656  -0.03
C  1.4849  4.6032  1.4725  0.02
C  -1.5118  4.1612  1.1105  0.03
N  0.2229  1.9328  1.8130  0.50
C  0.1070  1.5713  3.0692  -0.01
C  0.2796  0.1952  3.4537  0.17
C  -0.0666  -0.2628  4.7071  -0.13
C  -0.5344  0.6373  5.6790  0.27
C  -0.6121  2.0082  5.3839  -0.12
C  -0.2494  2.4857  4.1347  0.22
H  -0.1706  3.7541  -1.5687  0.01
H  -0.0568  2.0200  -1.2245  -0.01
H  1.4168  3.0108  -1.3022  0.00
H  1.4078  5.5607  0.9320  0.00
H  1.3641  4.8106  2.5467  0.00
H  2.4962  4.1976  1.3253  0.00
H  -2.3078  3.4736  0.7878  0.00
H  -1.6890  4.4231  2.1639  0.00
H  -1.5483  5.0768  0.5002  0.00
H  0.6348  -0.4985  2.6908  0.03
H  0.0259  -1.3303  4.9409  0.00
H  -0.8329  0.2720  6.6624  0.02
H  -0.9564  2.7068  6.1496  0.00
H  -0.2824  3.5580  3.9103  0.02

Force components x, y, z for each atom (eV/Å):
-0.27 -0.79 -0.54
0.70 -0.06 -0.72
-0.18 -0.15 0.27
-0.39 -0.62 -1.27
0.12 0.00 0.08
-0.01 0.06 0.02
-1.25 0.07 0.44
-0.19 -0.13 0.29
0.18 0.27 0.10
0.00 -1.54 0.35
0.15 0.02 0.25
0.13 -0.05 0.20
0.69 -1.24 1.11
1.40 -0.04 1.76
-1.95 0.50 -0.43
0.74 -0.53 0.93
-1.20 0.24 -1.40
0.79 0.15 0.38
0.15 0.02 -0.40
0.05 -0.16 0.26
-0.12 0.17 -0.16
-0.16 -0.06 0.31
0.33 -0.06 -0.02
0.34 -0.08 -0.36
-0.29 -0.16 0.02
0.12 -0.01 -0.14
-0.15 0.18 -0.01
-0.19 1.56 -4.95
0.00 1.11 -0.33
0.51 -0.35 -0.11
-0.78 0.75 0.58
1.01 0.54 0.45
0.22 -0.28 0.08
-0.39 0.25 0.06
-0.30 -0.08 -0.41
-0.27 -0.16 -0.15
0.37 0.38 -0.39
-0.12 0.02 0.30
0.16 1.10 2.79
-0.29 -1.05 0.16
-0.06 -1.78 0.18
-1.01 0.96 1.59
0.20 -0.23 0.20
-0.66 0.23 -1.14
-0.36 1.23 -0.14
0.27 0.04 -0.34
0.27 -0.38 -0.17
0.12 0.07 0.21
-0.05 0.53 -0.07
0.31 -1.16 0.28
0.22 0.00 -0.77
0.37 0.59 -0.74
-0.41 -0.17 -0.34
1.83 0.59 0.72
-0.22 -0.78 1.01
-0.39 0.01 0.26
-0.01 -0.19 -0.05
-0.02 0.33 -0.18
0.20 0.03 0.03
-0.11 0.09 -0.19
-0.32 -0.15 0.14
0.13 0.02 0.01
-0.08 0.13 -0.03
0.45 -0.19 -0.05
0.02 0.44 0.49
-0.19 -0.36 -0.31
0.14 0.14 0.21
-0.02 -0.06 -0.12
0.15 0.18 -0.09
-0.19 -0.17 0.03
0.11 -0.06 0.22
0.21 0.25 0.21
-0.28 -0.05 0.11
0.06 -0.28 0.11
0.00 -0.06 -0.27
-0.21 0.13 0.01
0.19 0.24 0.03
0.01 -0.02 -0.28
-0.20 -0.17 0.16
-0.22 0.28 0.11
-0.05 0.46 -0.09
0.07 0.12 -0.24
0.13 -0.20 -0.18
-0.09 -0.45 0.09

Output
- LUMO energy (alpha / beta): 0.088 / 0.041 Ha
- DFT total energy: -56977.7869 eV
- Relative energy (zero: lowest compared OMol25 entry of this formula, charge and spin): 65.0 kJ/mol
- 2S+1: 5
- Charge: -1
- HOMO-LUMO gap (alpha / beta): 5.21 / 4.78 eV